ORCA calculation (the ωB97M-V functional and the def2-TZVPD basis) on C23H28BN8Rh as an isolated structure at a distorted geometry.

Positions of all 61 atoms, in Å:
Rh -0.5185 0.8245 -1.4525
C 0.1228 -0.8124 -4.3748
C 0.3586 -1.5527 -3.1098
C 0.8492 -2.8405 -2.8892
C 0.8746 -3.0090 -1.5198
N 0.4099 -1.8981 -0.9194
N 0.1134 -1.0109 -1.9069
B 0.2167 -1.3520 0.5417
N 1.2049 -0.1791 0.6799
C 2.3873 -0.1343 1.3334
C 3.2191 0.7487 0.7052
C 2.5064 1.2228 -0.4034
C 3.0533 1.9699 -1.5622
N 1.2646 0.7225 -0.3473
N -1.2769 -0.9484 0.6752
C -2.2611 -1.5017 1.4230
C -3.4753 -1.2197 0.8501
C -3.1890 -0.4685 -0.3003
C -4.1231 -0.0083 -1.3581
N -1.8669 -0.3133 -0.3660
N 0.4967 -2.3852 1.6663
C 0.7071 -3.7764 1.6866
C 0.8663 -4.1667 2.9733
C 0.7338 -2.9809 3.7298
C 0.8003 -2.7459 5.1643
N 0.4994 -1.9061 2.8650
H 0.3416 -1.4531 -5.2258
H 0.7722 0.0626 -4.4509
H -0.9192 -0.4973 -4.4635
H 1.1510 -3.5561 -3.6348
H 1.2199 -3.8677 -0.9691
H 2.5792 -0.7576 2.1877
H 4.2394 0.9772 0.9627
H 3.6541 2.8187 -1.2467
H 2.2755 2.3022 -2.2411
H 3.7151 1.3076 -2.1239
H -2.0425 -2.0747 2.3060
H -4.4471 -1.5255 1.1989
H -4.9401 0.5859 -0.9484
H -4.5711 -0.8811 -1.8357
H -3.6155 0.5633 -2.1359
H 0.6922 -4.3667 0.7860
H 1.0415 -5.1635 3.3427
H 0.9969 -3.6563 5.7223
H -0.1382 -2.2908 5.5081
H 1.5726 -1.9964 5.3811
C 1.3237 4.6389 0.4292
C 0.1687 3.7830 0.0562
C -0.7110 3.3194 1.0482
C -1.8837 2.6948 0.6994
C -2.2371 2.5420 -0.6632
C -1.3888 3.0121 -1.6754
C -0.1411 3.5233 -1.3072
H 0.9367 5.5701 0.8577
H 1.9472 4.9051 -0.4181
H 1.9260 4.1782 1.2158
H -0.4805 3.5116 2.0884
H -2.5811 2.3605 1.4571
H -3.2332 2.2031 -0.9128
H -1.7193 3.0404 -2.7092
H 0.5225 3.9084 -2.0701

**Gap between HOMO and LUMO (alpha / beta)**: 2.845 / 2.376 eV
**HOMO level (alpha / beta)**: -16.80 / -16.66 eV
**Net charge**: +3
**2S+1**: 2

=====

ORCA calculation (the ωB97M-V functional and the def2-TZVPD basis) on a 16-piece molecular cluster, C18H68N10O16 overall at a distorted geometry.

Positions of all 112 atoms, in Å:
C 4.0064 0.0470 -0.4484
C 4.5284 -1.3480 -0.0624
O 5.8854 -1.4480 -0.3164
H 2.9714 0.2430 -0.2444
H 4.0894 0.2220 -1.5354
H 4.5874 0.8680 0.0766
H 3.9994 -2.1230 -0.6364
H 4.3814 -1.5520 1.0596
H 6.1194 -2.3550 -0.0434
C 2.1784 1.6240 2.6006
C 1.4224 0.3830 2.8236
O 1.5644 0.0030 4.1726
H 3.2314 1.3840 2.4826
H 2.0054 2.4170 3.3596
H 1.7054 2.1290 1.7496
H 1.7824 -0.3730 2.0906
H 0.3844 0.4770 2.6746
H 0.8504 -0.6690 4.3646
C 0.1774 0.0280 -0.5154
O 0.7784 -1.0810 -1.1754
N 0.5824 1.2510 -0.5554
N -0.9916 -0.0620 0.0726
H 1.5074 1.4050 -1.0064
H 0.1964 1.9970 0.0266
H -1.3226 -1.0320 0.1956
H -1.5306 0.6260 0.5206
C -1.8106 2.2840 2.3736
O -0.6256 2.7780 1.8576
N -2.0166 1.7440 3.5356
N -2.7926 2.1430 1.5876
H -1.2866 1.7060 4.2546
H -2.8266 1.2140 3.6746
H -2.5486 2.6070 0.6176
H -3.7716 2.4500 1.8856
C 1.0494 5.0740 -0.5174
O 2.0494 5.8780 -1.0304
N 0.7384 5.0450 0.6736
N 0.3754 4.2420 -1.2594
H 1.2184 5.7220 1.3326
H 0.0544 4.3820 1.0616
H 0.5404 4.3980 -2.3014
H -0.4436 3.6880 -1.0584
C -4.5586 -0.7160 2.9086
O -5.2176 0.2570 3.6356
N -3.6156 -0.4150 2.0826
N -4.6916 -2.0160 3.0566
H -3.3626 0.5960 1.9056
H -3.1816 -1.1400 1.4856
H -5.3316 -2.1720 3.8306
H -4.0526 -2.8120 2.7866
C -3.7186 -2.8220 -0.3284
O -2.5416 -2.3010 0.3116
N -3.6406 -3.4630 -1.4254
N -4.8566 -2.8080 0.2096
H -2.7386 -3.6140 -1.9134
H -4.3296 -4.1830 -1.7854
H -4.8076 -2.5230 1.1306
H -5.7556 -2.9080 -0.2404
C -2.4876 3.2010 -2.1164
O -1.8166 2.7090 -0.9664
H -2.3826 4.2330 -2.2604
H -3.5486 3.0620 -2.0504
H -2.1656 2.7130 -3.0254
H -1.5146 1.7900 -1.1024
C -0.9436 -2.8710 -2.9794
O -1.5346 -4.1350 -3.1154
H -1.5416 -2.1770 -3.6044
H 0.0464 -2.9590 -3.4534
H -0.8486 -2.7540 -1.9214
H -1.4576 -4.3290 -3.9984
C -3.8656 0.2290 -1.3924
O -4.0536 0.7850 -2.6864
H -3.6026 1.0230 -0.6884
H -2.9446 -0.4220 -1.5364
H -4.7006 -0.3310 -1.1564
H -4.6546 1.5190 -2.7234
C 4.9114 4.4380 0.3686
O 4.0354 3.6110 0.9526
H 4.4394 5.3470 -0.0814
H 5.4274 3.9200 -0.4264
H 5.6444 4.8230 1.0246
H 3.4204 3.3460 0.2166
C 2.7054 -1.0640 -3.5414
O 3.1814 -1.1910 -4.8984
H 2.4364 -0.0260 -3.3184
H 3.5364 -1.4300 -2.8974
H 1.8824 -1.7360 -3.4534
H 2.4924 -1.6480 -5.3454
C -1.2426 -1.6150 3.7146
O -0.2766 -1.7150 4.8006
H -1.9066 -2.4470 3.7076
H -0.6556 -1.6450 2.8106
H -1.7086 -0.6250 3.8046
H -0.7686 -1.6650 5.5956
C 3.5894 3.0470 -2.5484
O 2.6544 2.5840 -1.5524
H 3.1914 3.0440 -3.5784
H 4.5554 2.5020 -2.4524
H 3.7404 4.0970 -2.2934
H 1.8954 3.1680 -1.5294
C -0.3596 -4.2010 0.7656
O -0.7896 -4.5560 2.0756
H -0.9996 -4.2780 -0.0814
H 0.3964 -4.9270 0.5066
H 0.0564 -3.1810 0.7156
H -1.7166 -4.2260 2.2226
C 2.0624 -4.4560 -1.7404
O 2.9554 -5.4270 -1.3114
H 1.1064 -4.8470 -2.0964
H 2.5674 -3.8980 -2.4614
H 1.8764 -3.7070 -0.9394
H 3.0924 -6.0770 -2.0294

**Gap between HOMO and LUMO**: 8.450 eV
**HOMO level**: -8.84 eV
**Net charge**: 0
**2S+1**: 1

=====

ORCA calculation (the ωB97M-V functional and the def2-TZVPD basis) on an isolated ion of composition C12H18NS and charge +1 at a distorted geometry.

Positions of all 32 atoms, in Å:
C -2.4375 -0.2296 -0.4387
C -1.1554 -0.4992 0.2757
C -3.2546 -0.5503 -1.4297
C -0.0206 -1.1608 0.2358
C -2.0881 0.6520 0.6676
C 3.9923 -0.2425 -0.3057
C 2.6580 -0.1206 -0.3077
C 1.1549 1.5101 0.9922
C -4.5957 0.0306 -1.5917
C -2.7330 0.4741 2.1120
C 4.6583 -0.7048 -1.5649
C 1.0384 -0.9332 1.2717
N 1.9287 0.2179 0.8982
S 1.7941 2.5785 -0.1428
H -3.0806 -1.4089 -2.1273
H 0.1109 -1.9005 -0.6368
H -1.9858 1.6679 0.4884
H 4.7650 0.1542 0.3629
H 2.0322 -0.4420 -1.0245
H -4.4527 0.9868 -2.0776
H -5.0777 0.3516 -0.5740
H -5.2611 -0.4913 -2.2845
H -3.3489 1.2395 2.4157
H -1.9389 0.2699 2.7609
H -3.2758 -0.3665 1.9884
H 4.2316 -0.5887 -2.5577
H 4.6825 -1.7955 -1.4238
H 5.6356 -0.4257 -1.5035
H 1.6586 -1.7434 1.6273
H 0.5478 -0.4457 2.1372
H 2.7059 0.3546 1.6287
H 1.1115 3.5614 0.1284

**Gap between HOMO and LUMO**: 7.180 eV
**HOMO level**: -11.78 eV
**Net charge**: +1
**2S+1**: 1

=====

- Which of these has the lowest net charge?
  C18H68N10O16

=====

- What is the net charge in the third record?
  +1

=====

- net charge of number 2 (C18H68N10O16)?
  0